Entry 1:
A cluster of 2 separate species, C6H12N2 in total at a distorted geometry. Source: the Open Molecules 2025 dataset; level of theory: ωB97M-V/def2-TZVPD.

Values from the calculation:
Gap between HOMO and LUMO (spin up / spin down), eV: 10.67 / 6.46
Multiplicity: 2
Calculated total energy, a.u.: -344.977533
Expectation value of S²: 0.762
Lowest unoccupied orbital energy (spin up / spin down), eV: -4.02 / -8.22
Energy relative to the best compared isomer or geometry (same formula, charge and spin), kJ/mol: 132.0
Total charge: +1

Cartesian coordinates (Å):
C 0.32999 0.20323 -2.82017
C -1.33652 -2.12799 -0.82515
C 0.21422 -0.87044 -1.80248
C 0.73547 -1.43059 -0.63584
N -1.07820 -1.36509 -1.88742
N -0.24726 -2.15780 0.00695
H -2.29841 -2.56151 -0.62362
H -0.19981 -2.59941 0.91461
H 1.65925 -1.59105 -0.10539
H 1.27734 0.11120 -3.37187
H 0.16741 1.24822 -2.49816
H -0.53587 0.13974 -3.46845
C 0.07399 1.19649 2.75719
C 0.16811 2.05682 1.51420
H -0.00522 0.11371 2.66559
H 0.99207 1.32963 3.32549
H -0.65765 1.58421 3.46996
H -0.72292 2.56589 1.16920
H 0.97033 2.77545 1.52446
H 0.49367 1.37929 0.69087

=====

Entry 2:
A structure of composition C6H12N2 at a distorted geometry. Source: the Open Molecules 2025 dataset; level of theory: ωB97M-V/def2-TZVPD.

Values from the calculation:
Gap between HOMO and LUMO, eV: 10.48
Calculated total energy, a.u.: -344.516716
Lowest unoccupied orbital energy, eV: -8.94
Energy relative to the best compared isomer or geometry (same formula, charge and spin), kJ/mol: 348.7
Total charge: +2

Cartesian coordinates (Å):
C -0.47435 -0.17384 -0.07002
C -1.64261 -1.06060 0.19826
C -1.90223 1.14186 0.18799
C 2.81530 0.21640 0.25646
C 1.58822 1.15035 -0.18647
C 1.98228 -0.98300 -0.04183
N 0.74629 -0.06263 -0.20964
N -2.72939 -0.10257 -0.11544
H -1.56786 -2.06590 -0.31436
H -1.88489 -1.25589 1.27641
H -1.89274 1.42097 1.24506
H -1.93058 1.90707 -0.55658
H 3.75253 0.50704 -0.26968
H 2.91967 0.39625 1.31978
H 1.46395 2.09189 0.44123
H 1.77837 1.45148 -1.23083
H 2.19647 -1.41861 -1.11025
H 2.07923 -1.82869 0.74479
H -2.99997 -0.27204 -1.19038
H -3.68158 -0.17965 0.38700

=====

Entry 3:
A cluster of 2 separate species, C6H12N2O in total at a distorted geometry. Source: the Open Molecules 2025 dataset; level of theory: ωB97M-V/def2-TZVPD.

Values from the calculation:
Gap between HOMO and LUMO, eV: 9.13
Calculated total energy, a.u.: -420.283705
Lowest unoccupied orbital energy, eV: 0.16
Energy relative to the best compared isomer or geometry (same formula, charge and spin), kJ/mol: 788.2
Total charge: 0

Cartesian coordinates (Å):
C 1.77096 -1.53832 -0.24541
C 0.89968 -0.29795 0.08998
C 1.59361 1.08827 0.18221
C -0.64752 1.45242 0.00735
C -0.52113 -0.17273 -0.08044
C -1.87046 -0.61583 -0.52810
H 0.95677 -2.33528 -0.03544
H 1.74531 -1.56365 -1.52164
H 2.78600 -1.77554 0.12846
H 1.69349 1.56478 1.25789
H 2.45210 1.11107 -0.45904
H 0.88895 1.90685 -1.16176
H -1.10204 1.71508 1.05685
H -1.55909 1.89533 -0.60111
H -1.75889 -1.65285 -0.24037
H -1.86004 -0.69584 -1.55127
H -2.96911 -0.70967 1.10633
H -0.03347 -1.36476 1.48049
N 0.64035 2.11579 -0.21169
N -0.00608 -0.30421 1.21312
O -3.09940 0.17705 0.11360